Density functional theory data (the ωB97M-V functional and the def2-TZVPD basis) for an isolated molecule of C6H9N.

## Properties
Maximum force (eV/Å): 0.51
LUMO level (eV): 0.9759
Total energy (eV): -7855.1489
Energy relative to the best compared isomer or geometry (same formula, charge and spin) (kJ/mol): 290.5

XYZ file:
```
16
C6H9N, DFT the ωB97M-V functional and the def2-TZVPD basis
C 2.27367 0.90206 1.78862
C 1.65660 0.01085 0.79414
C 1.08119 -0.69261 0.00075
C 0.03848 -1.31177 -0.84356
C -1.21265 -0.56115 -0.42185
C -1.53531 0.72923 -1.07068
N -2.34367 -0.48078 -1.31573
H 1.94609 1.94287 1.64134
H 3.36565 0.85846 1.71224
H 1.98501 0.61837 2.81103
H -0.05055 -2.39672 -0.67914
H 0.23750 -1.16891 -1.91648
H -1.37259 -0.60477 0.65885
H -0.92425 1.04797 -1.91786
H -1.95239 1.55213 -0.48134
H -3.19280 -0.44523 -0.76032
```

Here are the natural (NBO) charges for atoms 1 to 4, given in e: number 1, C, carries -0.68; number 2, C, carries 0.00; number 3, C, carries -0.03; number 4, C, carries -0.47